1.
{"formula": "C7H9BrClF3O", "method": "ωB97M-V/def2-TZVPD", "species": ["C", "C", "C", "C", "C", "C", "C", "O", "F", "F", "F", "Cl", "Br", "H", "H", "H", "H", "H", "H", "H", "H", "H"], "positions_angstrom": [[-1.150, 0.743, 0.634], [0.166, 1.288, 0.703], [0.952, 1.506, 1.906], [0.847, -2.712, -1.687], [-2.070, 0.600, -0.394], [0.781, 1.877, -0.569], [0.818, -2.530, -0.246], [-3.301, 0.164, -0.277], [2.104, 2.168, -0.548], [0.592, 1.094, -1.652], [0.080, 2.985, -1.005], [1.364, -1.144, 0.560], [-0.581, -3.497, 0.800], [-1.487, 0.584, 1.622], [0.898, 0.709, 2.680], [2.007, 1.535, 1.716], [0.626, 2.359, 2.441], [1.645, -3.574, -1.879], [1.026, -1.701, -2.057], [-0.118, -2.956, -2.025], [-1.597, 0.522, -1.316], [-3.604, -0.021, 0.591]], "e_homo_ha": [-0.272, -0.293], "homo_lumo_gap_ev": [7.3, 7.7], "lumo_energy_ev": [-0.069, -0.259], "charge": 0, "e_above_lowest_kj_mol": 176.07}

=====

2.
{"formula": "C7H9BrFN4O3S", "method": "ωB97M-V/def2-TZVPD", "species": ["N", "C", "N", "C", "Br", "C", "N", "N", "C", "S", "H", "H", "H", "H", "H", "H", "C", "C", "O", "C", "O", "O", "F", "H", "H", "H"], "positions_angstrom": [[2.057, 0.543, -0.740], [1.682, -0.696, -0.854], [0.851, -1.244, -1.749], [-0.049, -2.139, -0.943], [-0.432, -3.770, -1.840], [0.725, -2.174, 0.412], [2.084, -1.660, 0.115], [2.811, -2.703, -0.574], [4.012, -2.536, -0.749], [5.535, -2.421, -0.946], [2.699, 0.792, 0.000], [1.698, 1.271, -1.343], [0.371, -0.600, -2.368], [-0.965, -1.579, -0.766], [0.248, -1.375, 0.981], [0.754, -3.109, 0.960], [-3.204, 2.774, 1.466], [-2.105, 3.097, 0.475], [-1.177, 2.032, 0.702], [-1.878, 0.973, 1.188], [-1.441, -0.133, 1.271], [-3.108, 1.341, 1.548], [-1.494, 4.269, 0.721], [-2.991, 3.206, 2.444], [-4.195, 3.070, 1.138], [-2.419, 3.073, -0.570]], "e_homo_ha": -0.466, "homo_lumo_gap_ev": 8.8, "lumo_energy_ev": -3.868, "charge": 1}

=====

3.
{"formula": "C7H9Cl", "method": "ωB97M-V/def2-TZVPD", "species": ["C", "C", "C", "Cl", "C", "C", "C", "C", "H", "H", "H", "H", "H", "H", "H", "H", "H"], "positions_angstrom": [[-1.746, 1.916, 0.213], [-2.008, 0.808, -0.510], [-1.551, -0.576, -0.198], [-3.004, -1.493, 0.216], [-0.233, -0.951, -0.353], [0.850, -0.208, -0.330], [1.793, -0.282, 0.881], [2.225, -0.982, -0.349], [-1.058, 2.056, 1.026], [-2.420, 2.896, 0.003], [-2.932, 0.782, -0.949], [-0.010, -2.052, 0.010], [0.819, 0.935, -0.710], [1.526, -0.992, 1.817], [2.438, 0.683, 1.088], [2.333, -2.007, -0.767], [2.979, -0.532, -1.089]], "e_homo_ha": -0.303, "smiles": "C=C/C(Cl)=C\\C1CC1", "homo_lumo_gap_ev": 9.1, "lumo_energy_ev": 0.879, "charge": 0, "e_above_lowest_kj_mol": 397.00}